(1)
Molecular formula: C32H58N6O5S5
Method: DFT, wB97M-V/def2-TZVPD

The geometry in XYZ format:
```
106
Properties=species:S:1:pos:R:3:forces:R:3
C 3.283317 1.404685 2.069594 0.48 -0.21 0.97
S 3.409649 1.581839 3.943665 0.42 -1.49 0.24
O 4.519942 0.651087 4.503668 -1.65 2.11 -1.44
C 4.054484 3.294779 3.969065 1.75 -1.27 -0.39
H 4.268201 1.458398 1.605675 0.05 0.30 0.13
H 2.594897 2.153578 1.678019 0.09 0.05 0.13
H 2.899240 0.405893 1.862212 -0.20 0.09 0.35
H 5.033213 3.093415 3.533567 0.24 0.33 -0.43
H 4.356120 3.517016 4.992645 -0.85 0.33 0.09
H 3.559343 4.051613 3.360677 -0.37 -0.19 0.45
C 3.467900 3.856060 -3.429700 -0.86 -0.03 1.29
S 3.364835 2.132184 -2.720806 -1.67 1.59 1.03
O 3.152240 2.464565 -1.250750 0.46 -0.68 -0.81
C 1.669682 1.720561 -3.392486 1.73 0.26 -1.21
H 2.709083 4.371816 -2.841241 -0.53 -0.19 0.01
H 3.201060 4.024622 -4.473013 0.71 -0.33 -0.05
H 4.336673 4.349667 -2.994177 0.57 -0.41 -0.77
H 1.761608 2.288268 -4.318423 -0.60 -0.15 -0.28
H 0.768436 2.025275 -2.860513 0.46 -0.11 0.41
H 1.734513 0.670130 -3.676187 -0.47 -0.01 0.36
C 5.835408 -0.359816 -1.651813 0.59 -0.74 0.79
S 5.328668 -2.047730 -0.974102 1.67 1.13 1.69
O 6.252116 -2.222294 0.267885 -2.02 0.36 -2.38
C 3.667240 -1.537063 -0.438552 -0.69 -0.84 0.01
H 6.914406 -0.447228 -1.779188 0.01 -0.21 -0.04
H 5.699115 0.335309 -0.823366 -0.30 0.09 -0.12
H 5.422460 -0.005720 -2.596364 -0.44 -0.38 0.20
H 3.152892 -0.991062 -1.229400 0.44 0.41 0.01
H 3.579619 -1.085656 0.549703 0.63 0.42 -0.27
H 3.028592 -2.415381 -0.344873 0.29 -0.46 0.02
C -2.080129 3.164021 3.603709 1.59 0.04 0.18
S -1.294804 1.481093 3.433136 0.42 -0.60 1.68
O 0.219296 1.440554 3.166874 -1.72 1.25 0.21
C -1.441699 1.042640 5.234730 -0.11 -0.28 -0.15
H -1.724494 3.584474 4.544377 -0.24 0.05 0.05
H -3.167684 3.119171 3.546156 0.22 -0.39 -0.01
H -1.675359 3.791659 2.809769 -0.23 -0.14 -0.17
H -0.939549 1.659747 5.979792 0.16 0.79 -0.65
H -0.986737 0.068898 5.416220 -0.25 -0.24 -0.61
H -2.499428 1.004297 5.495197 -0.02 -0.11 -0.20
C -4.821203 -3.175193 -3.830146 -0.76 -0.90 -0.33
S -4.154018 -4.927852 -4.269993 2.16 3.00 -1.78
O -3.748903 -4.817908 -5.765477 -1.20 -0.46 2.63
C -2.507250 -4.665180 -3.418545 0.15 -0.69 0.22
H -4.302494 -2.430110 -4.433397 0.15 -0.29 0.02
H -4.906319 -2.871150 -2.786880 0.86 -0.46 0.27
H -5.880570 -3.188936 -4.086371 0.04 -0.12 -0.65
H -2.106920 -5.663547 -3.242214 -0.14 -0.10 0.23
H -2.517419 -4.103891 -2.484224 -0.57 -0.19 0.11
H -1.730170 -4.190621 -4.017751 -0.64 0.24 -0.71
C -0.641474 -4.270422 0.818637 0.57 -1.23 0.67
C 0.208985 -3.744878 1.916171 -2.44 -1.19 -2.88
N 0.841310 -3.360391 2.764993 1.62 1.00 2.21
H -1.477639 -3.627852 0.542896 0.60 0.06 -0.23
H -1.036859 -5.250897 1.084078 -0.46 0.13 0.87
H -0.001234 -4.678800 0.036711 0.09 1.14 -0.64
N -0.108091 0.198177 0.728950 0.40 1.76 -0.89
C -1.289099 -0.425143 0.505395 -0.04 0.55 2.40
C -1.188453 -1.224604 -0.554469 0.94 -0.45 -1.31
C 0.137770 -0.968845 -1.053866 -0.34 0.01 -2.17
C 0.752101 0.056110 -0.365409 -1.52 -2.26 1.47
H 0.020287 0.800203 1.529695 0.48 0.20 0.19
H -2.080479 -0.274989 1.224826 0.01 -0.05 -0.15
H -1.966918 -1.890018 -0.897420 0.23 0.06 -0.33
H 0.485849 -1.368841 -1.994741 0.22 -0.18 -0.01
H 1.770361 0.408227 -0.439904 -0.28 0.34 0.29
N 2.175906 -5.044877 -4.180428 -0.19 1.40 1.56
C 2.226805 -4.847101 -5.495867 0.81 1.51 -1.01
C 2.190568 -3.440012 -5.715921 -0.86 -2.34 -1.48
C 1.905281 -2.801015 -4.502862 1.01 -1.32 0.28
C 2.004359 -3.814760 -3.551179 0.40 -0.02 0.53
H 2.376916 -5.917521 -3.713331 -0.16 0.31 -0.04
H 2.407565 -5.722992 -6.101292 -0.12 0.43 -0.48
H 2.272313 -3.048701 -6.719215 -0.23 0.29 0.14
H 1.786011 -1.735939 -4.369523 0.09 -0.17 0.28
H 2.363819 -3.711034 -2.538046 -0.77 -0.06 0.30
N 0.577672 3.998478 -0.614088 -3.45 1.56 0.80
C -0.078478 4.177048 0.600160 0.62 0.45 0.71
C -0.808500 5.357317 0.604974 0.17 -0.51 -0.76
C -0.771096 5.880724 -0.717609 0.87 -1.71 -0.09
C -0.019518 4.958765 -1.453631 1.29 0.81 -0.09
H 1.109791 3.168266 -0.832507 0.19 0.13 -0.29
H 0.044365 3.486842 1.421683 0.34 -0.05 -0.09
H -1.346197 5.874069 1.386155 0.13 -0.48 0.34
H -1.217969 6.822516 -0.999949 0.08 -0.25 -0.43
H 0.327343 5.049672 -2.472364 -0.10 -0.04 -0.03
N -4.003892 3.209663 0.565633 1.10 0.19 -1.89
C -3.599776 2.294322 -0.434148 0.00 1.33 2.35
C -4.205145 1.126122 -0.135961 -0.53 0.01 -0.08
C -5.072625 1.377805 0.986139 0.14 -1.40 0.47
C -4.927280 2.665322 1.433731 1.34 -0.11 -1.31
H -3.623032 4.133711 0.420110 -0.49 0.22 0.87
H -2.720203 2.531473 -1.014237 -0.32 0.06 -0.33
H -3.945151 0.241454 -0.698244 -0.54 -0.30 0.35
H -5.573389 0.593409 1.534196 -0.34 0.12 -0.15
H -5.221378 3.180573 2.336179 -0.34 -0.06 -0.30
N -2.336135 -2.720127 4.367062 -0.96 0.03 -1.60
C -3.097692 -2.433164 5.455955 0.33 1.03 -0.25
C -3.967399 -1.422438 5.084603 -0.02 0.41 0.74
C -3.720365 -1.095093 3.736988 -0.55 -0.73 -0.84
C -2.812649 -1.983370 3.241004 1.40 -1.12 1.62
H -1.724237 -3.522829 4.403908 0.14 0.33 -0.60
H -2.730156 -2.849586 6.382191 -0.70 0.06 0.22
H -4.704918 -0.870316 5.648191 0.19 -0.30 0.44
H -4.252777 -0.378813 3.128805 -0.02 0.01 0.12
H -2.474267 -2.205875 2.239809 0.18 0.20 0.25
```
Positions in Å, forces in eV/Å.

As for the total energy: -3949.41774 a.u. As for the net charge: 0. The calculation puts the HOMO energy at -0.3009 hartree. The relative energy (zero: lowest compared OMol25 entry of this formula, charge and spin) comes out at 1.2294 eV. Its spin multiplicity is 1.

---

(2)
Molecular formula: C25H16N4O17RuS2Se
Method: DFT, wB97M-V/def2-TZVPD

The geometry in XYZ format:
```
66
Properties=species:S:1:pos:R:3:forces:R:3
Ru 0.441437 0.165934 0.139728 0.07 -0.52 -0.41
O 2.887042 0.252774 3.405760 0.05 0.03 0.14
C 1.941529 0.546642 2.706957 0.01 -0.22 -0.33
O 1.690152 -0.122641 1.602680 0.09 0.33 0.15
C 1.043395 1.687560 3.104347 0.04 -0.01 0.17
C 1.354404 2.299311 4.295930 -0.01 -0.08 -0.04
C 0.522298 3.276204 4.824661 0.04 0.03 0.22
C -0.639512 3.644028 4.184192 -0.06 0.03 0.00
C -0.939872 3.057082 2.975479 -0.24 0.16 0.09
C -0.115671 2.067990 2.380358 0.01 -0.18 -0.41
O -0.437432 1.572078 1.231157 -0.03 0.22 0.40
N -2.185582 3.520903 2.340176 0.39 0.08 0.04
O -2.306745 3.420137 1.142238 -0.07 -0.03 -0.10
O -3.015248 4.043417 3.071457 -0.17 -0.04 0.06
N 0.869208 3.919935 6.087349 0.15 0.13 -0.43
O 0.112993 4.771438 6.525953 -0.10 -0.02 0.14
O 1.922113 3.612861 6.617284 -0.04 -0.08 0.13
H 2.241549 1.976347 4.819854 0.00 0.01 0.00
H -1.302661 4.383528 4.605057 0.03 -0.03 -0.01
O -2.706059 -0.437270 -4.581474 0.10 -0.11 0.18
C -2.638680 0.873258 -4.299715 -0.01 0.01 -0.02
C -3.232492 1.754123 -5.205818 0.01 0.00 0.04
C -3.212862 3.115971 -4.977042 0.01 0.04 0.02
C -2.594216 3.634989 -3.842973 -0.02 -0.06 -0.05
C -1.991973 2.766539 -2.951723 0.01 0.00 0.03
C -2.004402 1.387876 -3.156362 0.04 0.13 -0.02
C -1.332938 0.517816 -2.174346 0.06 -0.04 0.10
O -0.600168 1.091121 -1.265364 -0.01 0.11 0.05
N -1.525750 -0.761271 -2.232339 0.03 -0.12 0.15
N -0.796146 -1.391085 -1.240665 -0.20 -0.23 -0.21
C -0.674923 -2.656276 -1.343880 -0.02 0.41 -0.16
S -1.334149 -3.570450 -2.693215 0.04 -0.14 -0.06
C -0.028491 -4.817993 -2.545634 0.03 -0.03 -0.03
C 0.123873 -5.134488 -1.071935 -0.07 -0.06 -0.01
S 0.218283 -3.571631 -0.165936 0.09 -0.04 0.20
H -2.247112 -0.919870 -3.845944 -0.05 0.05 -0.09
H -3.703171 1.334362 -6.085075 -0.01 -0.01 -0.01
H -3.683658 3.781706 -5.691390 0.00 0.01 0.00
H -2.579251 4.701111 -3.661142 0.00 0.01 0.00
H -1.495944 3.136821 -2.064626 0.00 0.00 0.01
H 0.884908 -4.371933 -2.941276 -0.05 -0.03 -0.01
H -0.318043 -5.694444 -3.126390 -0.03 0.00 0.01
H 1.043909 -5.683437 -0.869597 0.02 0.00 -0.03
H -0.728462 -5.709390 -0.703613 0.03 -0.03 0.00
O -0.719700 -0.568320 3.498506 0.07 0.06 0.03
C -1.050682 -1.353308 2.612678 0.02 0.01 0.15
O -0.827457 -1.266205 1.360642 0.01 0.09 -0.22
C -1.830343 -2.594308 3.004021 -0.08 -0.09 0.03
C -2.580126 -3.287431 2.063834 0.00 -0.05 -0.02
C -3.315693 -4.427248 2.406606 0.06 0.06 0.01
C -3.240174 -4.833851 3.714739 -0.05 -0.02 -0.08
O -3.845849 -5.925684 4.302494 0.02 -0.02 0.09
C -3.472954 -5.878281 5.677423 0.02 0.04 -0.04
O -2.591136 -4.783000 5.876096 -0.05 -0.08 -0.01
C -2.493130 -4.150336 4.649466 0.05 0.06 0.06
C -1.784260 -3.021859 4.336941 -0.03 0.05 -0.04
H -2.577388 -2.927993 1.044212 -0.01 0.01 0.00
H -3.907930 -4.965889 1.680067 0.00 -0.01 -0.02
H -2.961184 -6.807899 5.941955 -0.02 -0.01 0.02
H -4.370456 -5.738432 6.288956 0.00 -0.01 0.01
H -1.212416 -2.461226 5.062551 0.02 0.01 0.00
O 1.805358 -2.395095 -2.857743 0.19 0.40 -0.02
Se 2.134133 -0.810255 -2.684018 -0.10 0.16 -0.21
O 1.083614 0.169466 -3.442158 0.45 -0.32 0.09
O 1.848750 -0.507547 -0.956953 -0.32 0.14 0.35
O 3.696346 -0.419783 -2.840358 -0.40 -0.16 -0.04
```
Positions in Å, forces in eV/Å.

As for the total energy: -5752.94658 a.u. As for the net charge: -2. The calculation puts the HOMO energy (alpha / beta) at -0.1302 / -0.1282 hartree. The relative energy (zero: lowest compared OMol25 entry of this formula, charge and spin) comes out at 0.9259 eV. Its spin multiplicity is 5.

---

(3)
Molecular formula: C22H25F3N4O2S
Method: DFT, wB97M-V/def2-TZVPD

The geometry in XYZ format:
```
57
Properties=species:S:1:pos:R:3:forces:R:3
C 7.780337 2.881283 0.415699 0.04 0.21 0.14
O 7.493414 1.735857 -0.353331 -0.07 -0.26 -0.17
C 6.327658 1.082506 -0.144139 -0.22 -0.22 -0.03
C 6.113098 -0.050898 -0.936214 0.20 0.20 0.02
C 4.959716 -0.787963 -0.812065 -0.14 0.12 0.19
C 3.977501 -0.421027 0.113390 0.49 0.42 0.03
C 2.739606 -1.170151 0.287958 -0.60 -0.56 -0.18
C 2.306216 -2.168294 -0.611249 -0.14 0.08 0.23
C 1.117750 -2.789420 -0.294013 0.29 0.26 0.06
C 0.510633 -3.859988 -1.169557 -0.27 -0.45 -0.36
F -0.787150 -3.619838 -1.420841 -0.02 0.20 0.11
F 1.117543 -3.960258 -2.360993 0.23 0.17 -0.04
F 0.572295 -5.075269 -0.605988 0.10 0.06 0.23
N 0.398315 -2.504336 0.782123 0.12 -0.12 -0.02
C 0.874336 -1.530405 1.557877 -0.14 -0.57 -0.43
S -0.035863 -1.057348 2.951414 -0.27 0.10 0.43
C -1.404679 -2.266878 2.933278 0.28 0.27 -0.22
C -2.357452 -2.058402 1.768891 0.03 0.24 0.22
C -3.044518 -0.701501 1.866253 -0.01 -0.53 -0.07
O -3.028374 -0.050026 2.894419 0.08 0.12 0.37
N -3.708071 -0.281720 0.764855 -0.26 0.26 -0.17
C -3.702731 -0.893534 -0.544978 0.30 0.02 -0.39
C -2.799956 -0.060440 -1.475264 -0.08 -0.26 0.05
N -3.174313 1.331676 -1.517304 0.08 0.15 0.06
C -4.316406 1.681606 -2.352188 -0.04 -0.04 -0.36
C -4.949693 2.920377 -1.699613 0.00 -0.02 -0.01
C -4.008365 3.268879 -0.541317 0.11 -0.14 0.05
C -3.352942 1.932670 -0.206377 -0.13 0.10 0.30
C -4.227167 1.072293 0.726426 0.18 0.38 0.13
N 1.999663 -0.864225 1.346706 0.16 0.25 0.19
C 4.203123 0.704416 0.907940 -0.11 -0.31 -0.22
C 5.355243 1.451647 0.784420 0.37 0.22 -0.05
H 7.830792 2.644979 1.482862 -0.02 0.01 -0.04
H 8.755805 3.225635 0.076452 -0.08 0.01 0.06
H 7.040368 3.670289 0.250567 0.02 -0.04 0.02
H 6.878262 -0.329501 -1.643353 0.09 -0.04 -0.08
H 4.835510 -1.664026 -1.428895 -0.01 -0.09 -0.07
H 2.845801 -2.424556 -1.505038 0.05 -0.01 -0.09
H -0.959490 -3.259202 2.899872 -0.09 -0.02 0.05
H -1.911423 -2.101331 3.882873 0.07 -0.05 -0.01
H -3.119296 -2.842347 1.791496 -0.04 -0.02 -0.11
H -1.796152 -2.147002 0.840075 -0.20 -0.09 0.07
H -3.364835 -1.925969 -0.509194 -0.05 0.00 0.04
H -4.731831 -0.884911 -0.923219 0.05 -0.08 0.02
H -2.820241 -0.465983 -2.488259 0.06 -0.03 -0.01
H -1.771073 -0.114785 -1.101533 0.00 -0.15 -0.02
H -5.048059 0.866174 -2.433508 0.00 0.02 -0.01
H -3.948260 1.897001 -3.360577 -0.16 -0.07 -0.01
H -5.946761 2.688177 -1.324949 -0.02 0.02 -0.04
H -5.042828 3.745101 -2.403199 -0.07 0.01 -0.01
H -3.244726 3.969662 -0.876026 0.03 0.04 0.06
H -4.531548 3.698005 0.310664 0.00 0.08 0.06
H -2.368576 2.052031 0.260181 -0.06 -0.01 0.06
H -4.207407 1.469657 1.741681 -0.09 -0.01 -0.13
H -5.259668 1.043215 0.365113 -0.05 0.02 0.00
H 3.447728 0.981259 1.626090 -0.02 0.05 0.06
H 5.489164 2.317152 1.413610 0.04 0.08 0.04
```
Positions in Å, forces in eV/Å.

As for the total energy: -1920.66851 a.u. As for the net charge: 0. The calculation puts the HOMO energy at -0.2936 hartree. The relative energy (zero: lowest compared OMol25 entry of this formula, charge and spin) comes out at 0.1662 eV. Its spin multiplicity is 1. As for the SMILES: COc1ccc(-c2cc(C(F)(F)F)nc(SCCC(=O)N3CCN4CCC[C@H]4C3)n2)cc1.